No. 1
{"formula": "C27H21N7S4V", "method": "ωB97M-V/def2-TZVPD", "total_charge": -2, "lumo_energy_ev": [4.145, 4.145], "relative_energy_kcal_mol": 0.0, "spin_multiplicity": 4, "fmax_ha_per_bohr": 0.01074, "energy_ev": -107801.3170, "orbital_gap_ev": [4.95, 6.20], "elements": ["V", "N", "C", "S", "N", "N", "C", "C", "C", "C", "C", "C", "C", "C", "C", "C", "C", "C", "N", "H", "H", "H", "H", "H", "H", "H", "H", "H", "H", "H", "N", "C", "C", "C", "C", "C", "C", "H", "H", "H", "H", "H", "S", "C", "S", "C", "N", "N", "C", "C", "C", "C", "C", "C", "S", "H", "H", "H", "H", "H"], "xyz": [[-2.00313, 1.03930, 0.24736], [-3.97538, 4.91832, 0.91807], [-3.07293, 3.86095, 0.81071], [-3.50781, 2.36453, 1.61135], [-1.98984, 4.08079, 0.14325], [-1.20866, 2.94864, 0.02786], [0.11785, 3.09635, 0.03114], [0.77248, 4.41724, -0.05712], [0.40582, 5.32877, -1.05105], [1.01725, 6.56793, -1.14021], [2.00570, 6.93463, -0.23298], [2.36893, 6.04474, 0.76744], [1.75541, 4.80214, 0.85489], [0.85207, 1.88705, 0.20717], [2.25454, 1.76297, 0.08764], [2.84952, 0.54222, 0.26402], [2.06098, -0.58985, 0.54058], [0.69990, -0.42313, 0.61858], [0.09194, 0.76894, 0.48338], [-4.55544, 4.85675, 1.73873], [-3.53751, 5.81819, 0.78486], [-0.37582, 5.05012, -1.74415], [0.71962, 7.25700, -1.92212], [2.48164, 7.90550, -0.30263], [3.12801, 6.32140, 1.49016], [2.03064, 4.11774, 1.64816], [2.84415, 2.63078, -0.17478], [3.92403, 0.44562, 0.15788], [2.48674, -1.57973, 0.62594], [0.04894, -1.27816, 0.75282], [-2.94789, 0.24127, -0.95524], [-3.85045, 0.10402, -1.95660], [-5.23121, -0.03159, -1.68852], [-6.15578, -0.16351, -2.70843], [-5.75876, -0.17856, -4.04321], [-4.40143, -0.05818, -4.32726], [-3.46796, 0.08075, -3.31551], [-5.54239, -0.02181, -0.65095], [-7.20824, -0.26056, -2.45942], [-6.48660, -0.28909, -4.83821], [-4.06552, -0.07593, -5.35928], [-2.41179, 0.16470, -3.54080], [1.30905, -8.46665, 0.15813], [1.03816, -6.81616, 0.01120], [-0.18653, -6.21117, -1.04298], [0.16790, -4.52057, -0.59344], [1.13692, -4.48430, 0.28287], [1.61563, -5.75297, 0.61571], [2.66659, -5.73318, 1.57587], [2.95105, -4.51833, 2.21095], [3.96394, -4.43792, 3.15000], [4.71980, -5.55484, 3.47968], [4.44013, -6.75507, 2.84850], [3.42596, -6.85552, 1.90477], [-0.68599, -3.23805, -1.25454], [2.36317, -3.65211, 1.95491], [4.15997, -3.48606, 3.62845], [5.51227, -5.48876, 4.21526], [5.01771, -7.64067, 3.08648], [3.22265, -7.79687, 1.42469]], "lowdin_spin": [2.106, 0.026, 0.063, 0.024, 0.004, 0.228, 0.153, 0.015, 0.015, 0.000, 0.016, 0.000, 0.017, 0.107, 0.036, 0.056, 0.088, 0.037, 0.131, 0.001, 0.002, 0.000, 0.000, 0.001, 0.000, 0.001, 0.001, 0.002, 0.005, 0.005, -0.108, -0.008, -0.010, 0.000, -0.009, 0.001, -0.010, 0.000, 0.000, -0.001, 0.000, 0.000, 0.000, 0.000, 0.000, 0.000, 0.000, 0.000, 0.000, 0.000, 0.000, 0.000, 0.000, 0.000, 0.004, 0.000, 0.000, 0.000, 0.000, 0.000]}



No. 2
{"formula": "C43H96BIN9O10PS2", "method": "ωB97M-V/def2-TZVPD", "total_charge": 0, "lumo_energy_ev": -0.028, "smiles": "CCCCN(CCCC[PH](CCCI)(CCCOC(C)=O)B(O)N(C)C)C(=S)SCCC.CNC(C)=O.CNC(C)=O.CNC(C)=O.CNC(C)=O.CNC(C)=O.CNC(C)=O.CNC(C)=O", "fmax_ha_per_bohr": 0.08922, "energy_ev": -119766.1198, "orbital_gap_ev": 7.08, "elements": ["C", "C", "C", "C", "N", "C", "C", "C", "C", "P", "C", "C", "C", "I", "C", "C", "C", "O", "C", "C", "O", "B", "O", "N", "C", "C", "C", "S", "S", "C", "C", "C", "H", "H", "H", "H", "H", "H", "H", "H", "H", "H", "H", "H", "H", "H", "H", "H", "H", "H", "H", "H", "H", "H", "H", "H", "H", "H", "H", "H", "H", "H", "H", "H", "H", "H", "H", "H", "H", "H", "H", "H", "H", "H", "H", "H", "H", "H", "H", "C", "N", "C", "C", "O", "H", "H", "H", "H", "H", "H", "H", "C", "N", "C", "C", "O", "H", "H", "H", "H", "H", "H", "H", "C", "N", "C", "C", "O", "H", "H", "H", "H", "H", "H", "H", "C", "N", "C", "C", "O", "H", "H", "H", "H", "H", "H", "H", "C", "N", "C", "C", "O", "H", "H", "H", "H", "H", "H", "H", "C", "N", "C", "C", "O", "H", "H", "H", "H", "H", "H", "H", "C", "N", "C", "C", "O", "H", "H", "H", "H", "H", "H", "H"], "xyz": [[1.17536, -3.25310, 2.38406], [1.99110, -3.97014, 1.20606], [2.15967, -3.04467, -0.11654], [2.73944, -1.59299, 0.22223], [2.93519, -0.71274, -0.96075], [1.70115, -0.50022, -1.77240], [0.35713, -0.26540, -0.87816], [-0.58884, 0.76940, -1.61084], [-2.15897, 0.48294, -1.71338], [-2.82352, -1.19227, -1.20902], [-3.10177, -1.65623, -3.04016], [-4.44704, -1.22703, -3.76604], [-4.94384, 0.28294, -3.62568], [-6.92669, 0.46140, -4.56714], [-2.49324, -0.98620, 0.66331], [-2.42422, 0.45850, 1.29376], [-3.78319, 1.31979, 1.29093], [-4.60531, 0.77500, 2.38074], [-5.72309, 1.60794, 2.64143], [-5.74100, 2.31271, 4.09653], [-6.65468, 1.76102, 1.81006], [-4.61206, -1.72478, -0.72497], [-4.99444, -3.11035, -0.99547], [-5.68514, -0.86879, -0.13180], [-6.88702, -0.73114, -1.01331], [-6.18820, -1.68480, 1.05742], [3.63217, 0.53357, -0.64448], [3.19083, 1.50664, 0.66685], [5.06570, 0.94011, -1.76980], [4.97271, 2.71819, -2.28871], [3.49524, 3.29868, -2.48037], [2.81153, 2.93818, -3.89320], [0.81355, -4.02757, 3.15660], [1.92738, -2.59696, 2.95733], [0.34202, -2.55865, 2.03580], [1.54054, -4.99152, 0.96519], [3.04301, -4.18274, 1.62962], [1.22983, -3.04959, -0.77150], [2.98130, -3.57635, -0.73197], [3.78865, -1.76981, 0.67285], [2.14418, -1.09242, 1.07504], [1.50600, -1.49183, -2.33043], [1.90999, 0.36447, -2.48478], [-0.04429, -1.30175, -0.66338], [0.64322, 0.18539, 0.14538], [-0.47104, 1.78863, -1.05913], [-0.13407, 0.97085, -2.65405], [-2.71282, 1.40227, -1.28186], [-2.37070, 0.59698, -2.84517], [-1.86703, -2.29950, -1.17542], [-2.22884, -1.37674, -3.74845], [-3.09146, -2.81736, -3.08338], [-5.35257, -1.92396, -3.59524], [-4.24109, -1.36285, -4.89757], [-4.90024, 0.72682, -2.57939], [-4.25237, 0.92490, -4.28913], [-1.50911, -1.53437, 0.92837], [-3.30575, -1.57954, 1.24080], [-2.18646, 0.31862, 2.41880], [-1.60255, 1.15773, 0.92059], [-4.31966, 1.35023, 0.28983], [-3.50190, 2.38576, 1.63939], [-4.64609, 2.44397, 4.38091], [-6.18035, 1.52851, 4.80369], [-6.32749, 3.28083, 4.04980], [-4.23091, -3.60970, -1.34963], [-6.83328, 0.32832, -1.47176], [-6.85572, -1.43974, -1.92383], [-7.88442, -0.78683, -0.47348], [-6.65033, -1.00936, 1.85740], [-5.36861, -2.37425, 1.47663], [-6.99531, -2.40587, 0.65304], [5.48150, 2.78456, -3.32313], [5.63776, 3.36466, -1.60243], [3.59908, 4.44928, -2.46512], [2.77690, 3.05387, -1.62564], [3.46426, 2.31597, -4.58808], [1.81797, 2.40882, -3.64858], [2.49865, 3.89163, -4.46228], [-2.90979, 6.47911, -2.85837], [-1.78361, 5.58891, -2.67324], [-1.62487, 4.61109, -1.74083], [-2.73712, 4.38851, -0.75202], [-0.59802, 3.94334, -1.72542], [-3.30095, 6.33187, -3.86736], [-2.55369, 7.50714, -2.76233], [-3.70050, 6.30002, -2.13330], [-0.99546, 5.67617, -3.29910], [-2.46090, 3.57786, -0.07687], [-2.90054, 5.29094, -0.15923], [-3.65432, 4.10606, -1.27368], [3.88187, -6.16791, -4.67605], [2.66652, -5.61845, -4.11517], [2.32184, -4.31001, -3.96416], [3.29904, -3.26243, -4.42533], [1.24372, -4.01794, -3.46514], [3.61279, -6.79772, -5.52697], [4.36205, -6.78652, -3.91456], [4.57228, -5.39335, -5.00226], [1.95974, -6.25885, -3.78232], [2.88090, -2.27307, -4.23770], [4.23609, -3.35166, -3.87161], [3.48070, -3.36300, -5.49763], [-5.75248, 5.63177, 8.54336], [-5.65284, 5.29266, 7.13990], [-4.53473, 5.01505, 6.41533], [-3.20630, 5.05317, 7.12119], [-4.63111, 4.74467, 5.22492], [-6.38921, 4.89035, 9.03088], [-6.22360, 6.61359, 8.62634], [-4.78119, 5.65318, 9.03230], [-6.50309, 5.24676, 6.59635], [-2.41513, 4.81045, 6.41154], [-3.01936, 6.05308, 7.51810], [-3.18630, 4.31556, 7.92626], [4.07699, -6.12707, 5.38389], [3.77703, -4.99792, 4.53083], [4.54382, -3.90000, 4.28094], [5.88545, -3.80280, 4.95627], [4.13121, -3.03045, 3.52450], [4.05368, -7.03327, 4.77430], [3.30078, -6.19443, 6.14947], [5.05009, -6.03596, 5.86116], [2.89293, -4.98844, 4.04096], [6.37307, -2.87651, 4.65828], [5.76050, -3.79325, 6.04124], [6.51973, -4.63945, 4.65405], [-5.72034, -3.01697, -10.14776], [-4.79602, -2.96366, -9.03581], [-5.03237, -2.55226, -7.75971], [-6.41983, -2.08302, -7.41286], [-4.12681, -2.57254, -6.93638], [-5.77546, -4.04986, -10.49873], [-5.32724, -2.38980, -10.95102], [-6.71526, -2.67365, -9.87354], [-3.84343, -3.26275, -9.18940], [-6.45060, -1.78838, -6.36226], [-6.68653, -1.21644, -8.02162], [-7.13898, -2.89088, -7.56586], [11.08061, -4.31237, 3.63118], [9.86545, -3.76005, 4.19040], [9.52181, -2.45091, 4.33762], [10.50007, -1.40602, 3.87347], [8.44358, -2.15602, 4.83550], [10.81105, -4.94432, 2.78213], [11.56008, -4.92918, 4.39449], [11.77175, -3.53946, 3.30282], [9.15827, -4.39886, 4.52488], [10.08263, -0.41602, 4.05790], [11.43691, -1.49469, 4.42757], [10.68184, -1.50999, 2.80168], [3.05050, 4.94566, 1.56878], [2.86116, 5.71514, 2.78119], [3.69884, 6.62901, 3.34101], [5.00408, 6.91051, 2.64641], [3.38016, 7.19386, 4.37961], [2.22913, 5.17787, 0.88680], [3.00903, 3.88627, 1.82726], [3.99905, 5.16455, 1.08351], [2.00792, 5.58186, 3.30502], [5.55866, 7.65865, 3.21332], [5.60610, 6.00101, 2.59321], [4.82024, 7.30296, 1.64400]], "lowdin_charge": [-0.134, -0.238, -0.171, -0.227, -0.238, -0.156, -0.182, -0.208, -0.278, 0.830, -0.358, -0.351, -0.615, 0.777, -0.314, -0.191, -0.177, -0.105, -0.414, 0.000, 0.044, -0.601, 0.053, -0.128, -0.129, -0.098, -0.959, 0.697, 0.811, -0.501, -0.305, -0.122, 0.071, 0.061, 0.058, 0.100, 0.089, 0.091, 0.115, 0.140, 0.091, 0.112, 0.105, 0.059, 0.088, 0.094, 0.107, 0.079, 0.076, 0.057, 0.103, 0.089, 0.090, 0.086, 0.042, 0.057, 0.069, 0.086, 0.127, 0.101, 0.112, 0.130, 0.079, 0.094, 0.084, 0.085, 0.054, 0.074, 0.101, 0.092, 0.091, 0.097, 0.084, 0.079, 0.108, 0.065, 0.074, 0.058, 0.075, -0.076, 0.004, -0.536, -0.003, 0.014, 0.084, 0.083, 0.076, 0.140, 0.061, 0.092, 0.092, -0.082, 0.001, -0.552, -0.006, 0.018, 0.082, 0.082, 0.074, 0.140, 0.075, 0.088, 0.085, -0.079, 0.004, -0.539, -0.008, 0.007, 0.083, 0.083, 0.075, 0.141, 0.086, 0.086, 0.086, -0.080, 0.010, -0.529, -0.013, 0.019, 0.082, 0.083, 0.073, 0.121, 0.059, 0.092, 0.078, -0.082, -0.001, -0.541, -0.032, 0.022, 0.082, 0.082, 0.074, 0.139, -0.009, 0.086, 0.088, -0.079, 0.004, -0.536, -0.010, 0.025, 0.083, 0.083, 0.075, 0.133, 0.086, 0.085, 0.086, -0.093, 0.004, -0.558, -0.016, 0.017, 0.086, 0.007, 0.075, 0.140, 0.082, 0.085, 0.083]}



No. 3
{"formula": "CH7N3O3", "method": "ωB97M-V/def2-TZVPD", "total_charge": 0, "lumo_energy_ev": [0.748, -1.246], "spin_multiplicity": 3, "fmax_ha_per_bohr": 0.19515, "energy_ev": -11752.9752, "orbital_gap_ev": [6.25, 7.98], "elements": ["C", "N", "N", "N", "O", "O", "O", "H", "H", "H", "H", "H", "H", "H"], "xyz": [[1.08816, 0.14424, 0.59184], [2.96338, 0.22564, -0.69575], [-2.81601, 1.09772, 0.06296], [-0.31889, -1.66309, 0.33882], [2.15989, 0.85154, 0.31268], [-2.65610, -0.26148, -0.40285], [0.81570, -0.97182, 0.14186], [0.45971, 0.72830, 1.23107], [3.14938, -0.62272, -0.27686], [3.79626, 0.73034, -0.75343], [-3.09302, 1.72136, -0.80944], [-3.54837, 1.13026, 0.80243], [-0.23055, -2.54917, -0.30158], [-1.76954, -0.56113, -0.24177]], "lowdin_spin": [0.549, 0.007, 0.004, 0.746, 0.229, 0.019, 0.382, 0.041, 0.004, 0.000, 0.000, 0.000, 0.011, 0.008]}